Formula: C8H24O4
Source: the Open Molecules 2025 dataset
Level of theory: ωB97M-V/def2-TZVPD

```
36
C8H24O4, DFT ωB97M-V/def2-TZVPD
C -28.146 8.770 -18.025
C -27.120 8.778 -16.895
O -26.855 7.417 -16.631
H -27.628 8.399 -18.912
H -28.400 9.799 -18.299
H -29.050 8.180 -17.895
H -27.443 9.394 -16.046
H -26.259 9.357 -17.247
H -25.980 7.285 -16.255
C -26.766 13.267 -17.842
C -26.440 14.105 -19.060
O -26.660 15.485 -18.735
H -26.413 12.236 -17.910
H -27.851 13.154 -17.770
H -26.467 13.729 -16.903
H -27.128 13.864 -19.872
H -25.406 13.905 -19.349
H -27.306 15.845 -19.344
C -32.188 7.911 -13.284
C -33.103 7.466 -12.153
O -32.845 6.097 -11.900
H -32.337 7.251 -14.142
H -31.142 7.763 -13.001
H -32.293 8.917 -13.693
H -34.140 7.514 -12.490
H -33.047 8.118 -11.276
H -31.999 5.964 -11.466
C -31.484 11.554 -15.222
C -30.718 12.015 -16.468
O -29.364 11.586 -16.341
H -31.668 10.479 -15.191
H -32.429 12.093 -15.113
H -30.859 11.750 -14.349
H -30.757 13.100 -16.525
H -31.150 11.521 -17.347
H -29.361 10.632 -16.219
```

## Properties
Max |F|, eV Å⁻¹: 1.7
HOMO level, eV: -10.18
Orbital gap, Eh: 0.3982
Net charge: 0
E, hartree: -620.088409
ΔE to the lowest compared entry with this formula, charge and spin, kJ/mol: 120.05
Molar mass, g mol⁻¹: 184.28
SMILES: CCO.CCO.CCO.CCO

=====

Formula: C65H168N8O23
Source: the Open Molecules 2025 dataset
Level of theory: ωB97M-V/def2-TZVPD

```
264
C65H168N8O23, DFT ωB97M-V/def2-TZVPD
C 17.458 24.211 11.549
C 18.714 23.363 11.407
C 18.800 22.668 10.074
O 19.864 24.184 11.522
H 17.576 25.176 10.980
H 17.310 24.410 12.629
H 16.534 23.714 11.200
H 18.704 22.540 12.159
H 17.882 22.110 9.910
H 19.747 22.050 10.063
H 18.818 23.491 9.355
H 19.692 24.948 12.156
C 18.867 23.311 15.352
C 18.249 22.008 15.764
C 19.253 20.938 16.112
O 17.550 22.251 17.035
H 18.036 23.976 15.054
H 19.465 23.114 14.451
H 19.443 23.763 16.138
H 17.505 21.716 15.061
H 19.857 20.614 15.216
H 18.748 19.974 16.355
H 19.923 21.207 16.890
H 17.368 21.465 17.569
C 16.737 25.600 19.329
C 17.904 25.242 18.276
C 18.908 26.356 18.237
O 18.553 24.065 18.721
H 16.244 26.591 19.138
H 17.215 25.732 20.306
H 15.972 24.838 19.407
H 17.481 25.025 17.268
H 19.778 26.149 17.566
H 19.244 26.481 19.263
H 18.516 27.357 17.927
H 18.192 23.303 18.156
C 16.963 11.897 17.165
O 17.722 12.952 16.602
C 17.596 14.189 17.367
C 18.710 15.057 16.891
N 18.810 16.334 17.622
C 20.094 17.052 17.418
C 20.449 17.263 16.011
O 20.991 16.104 15.335
C 21.292 16.295 13.993
H 15.985 12.310 17.485
H 17.475 11.510 18.047
H 16.865 11.087 16.418
H 17.667 13.991 18.421
H 16.649 14.630 17.152
H 18.563 15.108 15.782
H 19.671 14.541 16.971
H 18.008 16.858 17.289
H 20.854 16.362 17.780
H 20.202 17.926 18.044
H 21.150 18.168 15.905
H 19.506 17.585 15.536
H 21.792 15.385 13.640
H 21.998 17.126 13.847
H 20.413 16.411 13.374
C 23.764 19.561 15.485
O 24.033 18.631 16.479
C 23.665 19.141 17.809
C 24.116 18.077 18.790
N 24.049 18.628 20.146
C 25.152 19.469 20.487
C 25.128 20.121 21.826
O 25.087 19.128 22.839
C 25.588 19.456 24.074
H 24.212 20.546 15.792
H 22.713 19.663 15.327
H 24.254 19.201 14.573
H 22.533 19.326 17.899
H 24.138 20.126 17.924
H 25.080 17.614 18.486
H 23.419 17.238 18.645
H 23.966 17.844 20.820
H 25.214 20.282 19.773
H 26.107 18.965 20.403
H 24.239 20.720 21.881
H 25.976 20.798 21.833
H 24.865 20.011 24.709
H 26.522 20.024 24.017
H 25.791 18.564 24.619
C 20.428 26.194 14.404
O 19.332 26.276 13.468
C 18.859 27.662 13.263
C 17.935 28.028 14.384
N 16.826 27.016 14.333
C 15.945 27.250 15.468
C 14.852 26.205 15.570
O 15.507 24.953 15.821
C 14.590 23.905 16.027
H 20.119 26.463 15.410
H 21.202 26.869 14.094
H 20.883 25.187 14.275
H 18.289 27.594 12.322
H 19.646 28.447 13.141
H 17.488 29.041 14.238
H 18.378 28.089 15.399
H 17.132 26.052 14.358
H 15.401 28.180 15.324
H 16.597 27.318 16.369
H 14.343 26.052 14.583
H 14.050 26.477 16.272
H 14.046 23.694 15.041
H 13.906 24.193 16.860
H 15.105 22.980 16.347
C 13.543 19.884 14.418
O 14.548 18.872 14.606
C 14.172 17.849 15.519
C 15.408 17.125 15.987
N 16.365 17.811 16.867
C 15.708 18.328 18.115
C 16.711 18.705 19.240
O 16.966 20.077 19.049
C 18.227 20.375 19.680
H 12.862 20.006 15.222
H 12.970 19.700 13.517
H 14.007 20.908 14.304
H 13.596 17.121 14.972
H 13.669 18.311 16.381
H 15.923 16.729 15.104
H 14.977 16.231 16.515
H 16.891 18.523 16.349
H 15.012 17.581 18.431
H 15.088 19.228 17.937
H 17.568 18.082 19.034
H 16.414 18.530 20.264
H 18.414 21.460 19.556
H 19.053 19.731 19.464
H 18.131 20.197 20.736
C 15.608 21.218 22.204
O 14.790 22.244 22.709
C 13.561 21.923 23.374
C 13.804 21.303 24.776
N 14.049 19.867 24.853
C 14.537 19.425 26.157
C 15.837 20.135 26.553
O 16.891 19.761 25.698
C 18.181 20.095 26.102
H 16.112 20.657 22.990
H 16.324 21.745 21.608
H 14.982 20.526 21.555
H 12.972 21.291 22.717
H 12.955 22.848 23.616
H 12.879 21.364 25.289
H 14.584 21.987 25.213
H 14.726 19.529 24.207
H 14.802 18.333 26.075
H 13.810 19.438 26.980
H 15.961 19.725 27.539
H 15.807 21.241 26.690
H 18.806 20.048 25.197
H 18.516 19.386 26.894
H 18.251 21.135 26.457
C 24.702 12.832 19.080
O 24.229 13.205 20.340
C 25.150 14.020 21.045
C 24.595 14.687 22.350
N 23.595 15.700 22.052
C 22.983 16.269 23.250
C 21.863 17.184 22.906
O 20.936 16.388 22.111
C 20.082 17.043 21.213
H 23.904 12.604 18.382
H 25.230 11.850 19.060
H 25.334 13.617 18.637
H 25.464 14.869 20.429
H 26.098 13.448 21.147
H 25.511 15.148 22.760
H 24.268 13.906 23.031
H 22.805 15.367 21.505
H 23.814 16.653 23.784
H 22.458 15.540 23.921
H 22.203 18.025 22.283
H 21.344 17.645 23.757
H 19.735 16.315 20.479
H 20.626 17.800 20.619
H 19.311 17.589 21.765
C 25.089 22.715 8.672
O 24.230 23.402 9.577
C 23.005 22.760 9.864
C 23.133 21.517 10.853
N 23.463 21.894 12.280
C 22.319 22.266 13.068
C 22.694 22.653 14.502
O 23.191 23.998 14.389
C 24.128 24.387 15.345
H 25.878 22.151 9.192
H 25.636 23.490 8.043
H 24.485 22.081 7.962
H 22.495 22.499 8.918
H 22.372 23.560 10.240
H 23.868 20.873 10.429
H 22.199 20.933 10.896
H 24.216 22.517 12.156
H 21.760 21.364 13.140
H 21.728 23.064 12.626
H 23.510 22.041 14.909
H 21.835 22.650 15.150
H 23.750 24.140 16.336
H 24.272 25.458 15.336
H 25.065 23.950 15.299
C 14.101 22.693 19.296
O 13.322 21.558 19.059
C 11.902 21.898 18.961
C 11.025 20.700 18.847
N 11.425 20.041 17.676
C 10.674 18.862 17.259
C 10.101 18.175 18.430
O 11.212 17.533 19.179
C 10.912 17.175 20.475
H 13.612 23.524 18.821
H 15.169 22.525 18.954
H 14.137 22.876 20.368
H 11.669 22.591 18.134
H 11.581 22.395 19.871
H 10.003 21.099 18.851
H 11.237 20.156 19.767
H 12.393 19.975 17.687
H 11.362 18.195 16.775
H 9.773 19.105 16.646
H 9.479 17.391 18.058
H 9.524 18.871 19.047
H 10.309 16.247 20.581
H 10.463 18.033 21.087
H 11.893 16.846 20.921
C 21.486 23.794 20.300
C 21.656 23.023 18.964
O 21.255 23.744 17.828
H 21.968 24.769 20.194
H 22.112 23.292 21.069
H 20.489 23.850 20.574
H 21.092 22.123 19.050
H 22.719 22.836 18.762
H 20.312 23.911 17.985
C 18.938 19.384 12.504
C 17.657 18.762 12.809
O 17.291 18.995 14.146
H 18.923 20.474 12.459
H 19.300 18.907 11.541
H 19.731 19.130 13.164
H 17.718 17.646 12.707
H 16.872 19.099 12.125
H 16.320 18.966 14.117
C 20.380 20.975 22.788
C 21.709 20.692 22.032
O 21.463 20.049 20.749
H 19.682 21.614 22.207
H 20.621 21.468 23.689
H 19.975 19.970 23.003
H 22.315 20.085 22.671
H 22.351 21.548 21.787
H 22.233 19.522 20.544
C 17.872 23.340 23.855
C 17.826 24.082 22.438
O 18.356 23.207 21.511
H 17.261 22.471 23.776
H 17.344 23.947 24.552
H 18.933 23.120 24.127
H 18.361 25.028 22.376
H 16.820 24.345 22.150
H 18.243 23.672 20.678
```

## Properties
Max |F|, eV Å⁻¹: 3.4
HOMO level, eV: -8.13
Orbital gap, Eh: 0.3214
Net charge: 0
E, hartree: -4745.391861
Molar mass, g mol⁻¹: 1430.09

=====

Question: Which value of orbital gap does entry 1 give?
Answer: 0.3982 Eh

=====

Question: What is the formula in the second record?
Answer: C65H168N8O23